# C14H23CuF3NO3PS

A molecular structure, C14H23CuF3NO3PS (ωB97M-V/def2-TZVPD, the OMol25 dataset).

* relative energy (zero: lowest compared OMol25 entry of this formula, charge and spin): 159.7 kcal per mole
* multiplicity: 2
* lowest unoccupied orbital energy (spin up / spin down): -1.4 / -1.4 eV
* expectation value of S²: 0.76
* HOMO (spin up / spin down): -0.2570 / -0.2570 Eh
* total charge: 0

CARTESIAN COORDINATES (ANGSTROEM)
C  0.49262  3.45312  -1.80910
C  -0.81345  3.04096  -1.49443
C  -1.02833  1.77133  -0.88052
C  0.07332  0.95618  -0.55129
C  1.37295  1.40498  -0.88156
C  1.58578  2.63338  -1.51235
C  -2.47917  1.40718  -0.64257
C  -2.84551  -0.10095  -0.34341
N  -1.73496  -1.10101  -0.72397
Cu  -0.37123  -0.88790  0.50706
C  2.63279  0.59230  -0.55212
P  2.19755  -1.21842  -0.17977
H  -1.70817  3.66716  -1.71730
H  2.62825  2.89580  -1.73259
H  0.65864  4.42558  -2.27275
H  3.11607  1.00048  0.36672
H  3.35568  0.60465  -1.40337
H  -2.86747  2.00073  0.21524
H  -3.07164  1.67397  -1.54495
H  -3.02705  -0.20152  0.74923
C  3.24118  -1.61745  1.26459
C  2.64189  -2.14739  -1.74408
H  -3.79430  -0.37435  -0.90291
C  -1.51187  -0.98574  -2.22355
C  -2.25387  -2.41114  -0.44151
H  1.93704  -2.72340  -0.04519
H  -2.11393  -1.78627  -2.70921
H  -1.75401  0.02336  -2.60172
H  -0.46907  -1.18210  -2.41200
H  -3.15141  -2.65989  -1.01669
H  -1.51978  -3.21176  -0.55603
H  -2.69437  -2.44760  0.84152
H  3.68783  -1.97521  -1.94499
H  2.41374  -3.19383  -1.50324
H  1.92531  -1.83031  -2.53755
H  4.29950  -1.45994  1.05759
H  2.80653  -1.04276  2.12677
H  3.02764  -2.69197  1.48670
H  -2.72608  -2.17832  1.67715
F  -0.69294  1.97067  5.17621
C  -0.19127  0.90307  4.45284
F  1.12532  0.76592  4.76412
F  -0.86253  -0.21416  4.83692
S  -0.39190  1.15291  2.58390
O  -1.80531  1.28379  2.37248
O  0.50181  2.23095  2.27149
O  0.15815  -0.21510  2.13022